(1)
Entry from the OMol25 dataset: a molecular structure, C55H49N7O4PtS5 (ωB97M-V/def2-TZVPD).

The net charge is +2. The calculation puts the frontier orbital gap (spin up / spin down) at 5.1 / 5.1 eV. For the LUMO energy (spin up / spin down), the calculation gives -6.7600 / -6.7588 eV.

Cartesian coordinates (Å):
Pt  -0.29898  1.26341  -0.43788
N  -0.41767  1.21165  1.55577
S  -0.68015  0.35981  2.70893
N  -1.18382  -1.17305  2.61607
S  -0.77971  -2.48806  1.92645
N  -1.60468  -2.82592  0.63744
S  -1.86195  -1.57548  -0.35908
N  -0.72649  -0.64789  -0.54699
C  -2.24224  -2.42339  -1.85990
C  -2.44035  -1.59031  -2.95577
C  -2.73913  -2.15986  -4.18017
C  -2.82758  -3.54276  -4.29700
C  -2.61202  -4.35968  -3.19707
C  -2.31675  -3.80392  -1.95942
C  -3.45511  -0.97410  0.19455
C  -4.52761  -1.86283  0.15773
C  -5.75685  -1.45362  0.63965
C  -5.91252  -0.17163  1.15936
C  -4.83918  0.70246  1.18988
C  -3.59995  0.30640  0.70072
C  0.94006  -2.72017  1.61451
C  1.74586  -1.63292  1.32583
C  3.07336  -1.85801  0.99196
C  3.56890  -3.15056  0.94540
C  2.74000  -4.23565  1.21564
C  1.41387  -4.03102  1.54661
C  -1.22424  -3.75858  3.05244
C  -0.42910  -3.92921  4.18198
C  -0.81883  -4.86625  5.12129
C  -1.98081  -5.60656  4.92704
C  -2.76372  -5.41303  3.79930
C  -2.39065  -4.47789  2.84351
C  -1.99503  0.96908  3.73909
C  -2.13571  2.35179  3.74471
C  -3.12218  2.92062  4.53476
C  -3.94717  2.11262  5.30546
C  -3.79451  0.73206  5.28860
C  -2.81199  0.14784  4.50459
C  0.73707  0.33016  3.77707
C  0.71538  -0.40762  4.95441
C  1.84187  -0.40123  5.75837
C  2.96086  0.33694  5.38455
C  2.95855  1.07602  4.21151
C  1.83577  1.08298  3.39470
H  -2.33131  -0.51647  -2.85321
H  -2.89361  -1.53035  -5.04582
H  -3.05912  -3.98556  -5.25643
H  -2.67067  -5.43457  -3.30007
H  -2.13656  -4.42682  -1.09540
H  -4.40679  -2.85812  -0.25069
H  -6.59671  -2.13451  0.61278
H  -6.87434  0.13964  1.54430
H  -4.95461  1.69500  1.60594
H  -2.76113  0.98320  0.74787
H  1.35713  -0.62806  1.30367
H  3.70410  -1.01257  0.75235
H  4.60466  -3.32058  0.68327
H  3.12740  -5.24376  1.16420
H  0.76525  -4.87392  1.74213
H  0.47468  -3.34853  4.32089
H  -0.21394  -5.02474  6.00345
H  -2.27547  -6.34127  5.66424
H  -3.66597  -5.99177  3.65787
H  -2.98471  -4.31024  1.95727
H  -1.48515  2.96481  3.13372
H  -3.24251  3.99527  4.55227
H  -4.71293  2.56106  5.92412
H  -4.44323  0.10766  5.88785
H  -2.70118  -0.92691  4.46778
H  -0.16570  -0.96823  5.24202
H  1.84717  -0.96230  6.68312
H  3.83590  0.34128  6.02051
H  3.82755  1.65594  3.93183
H  1.80640  1.65329  2.47429
C  5.85415  -1.14153  -5.34774
C  4.76681  -0.66145  -4.42980
C  3.45761  -1.11023  -4.57191
C  2.43779  -0.67474  -3.74060
C  1.04502  -1.21144  -3.95664
C  2.76084  0.23661  -2.71767
C  4.08133  0.66922  -2.51721
C  4.50320  1.56107  -1.37440
C  5.05485  0.22667  -3.40030
C  1.68917  0.68891  -1.82090
O  0.55036  1.05369  -2.28639
O  1.81507  0.70617  -0.55616
H  5.45106  -1.73631  -6.16507
H  6.57275  -1.75671  -4.80378
H  6.40450  -0.30180  -5.77273
H  3.22425  -1.82033  -5.35656
H  1.08951  -2.12045  -4.55471
H  0.42307  -0.48651  -4.48328
H  0.54152  -1.43972  -3.01666
H  3.69259  2.13931  -0.93664
H  5.28194  2.24894  -1.70173
H  4.92495  0.95546  -0.56864
H  6.07391  0.57351  -3.26810
N  2.67591  5.86417  -6.04667
C  2.33118  5.55883  -4.77318
C  1.60654  6.47263  -3.98891
C  1.25468  6.16053  -2.69644
C  1.62518  4.92893  -2.15384
C  2.35500  4.01540  -2.91851
C  2.70056  4.32126  -4.20980
S  1.18851  4.54386  -0.53654
O  2.22090  3.84092  0.15345
O  0.50567  5.66038  0.04537
N  -0.01104  3.33895  -0.74652
C  -1.25145  3.61701  -1.07480
S  -2.11106  5.09671  -1.37008
C  -3.54038  4.20049  -1.61877
C  -3.33841  2.86122  -1.44179
N  -2.05462  2.53849  -1.16577
H  2.44312  6.75385  -6.44744
H  3.21614  5.22891  -6.60360
H  1.33838  7.43541  -4.40459
H  0.72037  6.87682  -2.08778
H  2.65846  3.07003  -2.49505
H  3.27156  3.61337  -4.79832
H  -4.46947  4.68029  -1.87619
H  -4.10152  2.10267  -1.52935

***

(2)
Entry from the OMol25 dataset: a molecular structure, C55H50FN8O4RuS5 (ωB97M-V/def2-TZVPD).

The net charge is +1. The energy above the lowest of the compared OMol25 structures with the same formula, charge and spin is 0.00 kJ/mol. The calculation puts the frontier orbital gap (spin up / spin down) at 3.9 / 3.9 eV. For the LUMO energy (spin up / spin down), the calculation gives -5.8271 / -5.8279 eV.

Cartesian coordinates (Å):
Ru  0.06843  -0.61569  -0.32196
S  1.14735  2.41488  7.19894
C  1.17000  3.63766  8.38996
C  1.18816  4.88527  7.84390
C  1.18282  4.85365  6.43183
C  1.16097  3.57752  5.92710
C  1.13325  3.17995  4.52508
C  0.84525  1.87141  4.13730
N  0.77876  1.46701  2.86817
C  1.02042  2.35208  1.93298
C  1.30676  3.70459  2.17006
C  1.50539  4.69023  1.13010
C  1.18491  4.68052  -0.17913
C  0.56157  3.65144  -0.96462
C  0.37136  3.81108  -2.29162
C  -0.11796  2.74780  -3.09216
C  -0.29347  1.49321  -2.49866
N  -0.14004  1.25187  -1.21442
C  0.05727  2.39727  -0.30091
C  -0.26170  2.86869  -4.49756
C  -0.08730  4.01694  -5.25826
C  -0.28252  3.80066  -6.62008
C  -0.59932  2.49009  -6.89494
S  -0.66775  1.51788  -5.51158
C  1.37223  4.09449  3.50421
H  1.16736  3.37087  9.43270
H  1.19958  5.79183  8.42721
H  1.17417  5.74247  5.82162
H  0.63999  1.10921  4.88028
H  1.95081  5.61000  1.49245
H  1.42594  5.57736  -0.73647
H  0.66715  4.74132  -2.75618
H  -0.46072  0.63921  -3.13468
H  0.15367  4.97914  -4.83565
H  -0.20090  4.56339  -7.37624
H  -0.79745  2.05889  -7.86176
H  1.60768  5.12295  3.74026
C  3.47628  0.74206  -4.51926
C  3.10713  1.15066  -3.09014
C  3.39926  2.63790  -2.89276
C  3.83168  0.32877  -2.03869
C  5.21157  0.49642  -1.94296
C  5.94665  -0.13647  -0.96453
C  5.29873  -0.93747  -0.04318
C  3.93030  -1.16108  -0.10213
C  3.32127  -2.02623  0.96828
C  2.68537  -3.30106  0.42095
C  2.43674  -1.14240  1.84861
C  3.19252  -0.54546  -1.13255
N  1.78844  -0.84762  -1.36554
C  1.54104  -1.44392  -2.51637
C  0.22952  -1.72964  -2.89766
C  -0.31941  -2.24130  -4.09195
C  -1.68064  -2.18245  -3.92626
C  -1.95135  -1.65091  -2.63618
N  -0.78442  -1.38776  -2.01647
C  -3.36503  -1.33855  -2.18066
C  -3.53965  -1.27616  -0.66760
C  -3.75009  0.01495  -2.80075
C  -4.32593  -2.41093  -2.71501
H  2.89818  1.31957  -5.24228
H  3.29754  -0.31290  -4.71413
H  4.53218  0.93266  -4.71233
H  2.03382  1.00369  -2.95895
H  4.45652  2.85600  -3.04152
H  3.13222  2.96824  -1.88803
H  2.84420  3.23074  -3.62074
H  5.71547  1.14194  -2.65112
H  7.01694  0.00201  -0.91009
H  5.86571  -1.42059  0.74111
H  4.14712  -2.35878  1.60777
H  1.81850  -3.11433  -0.20294
H  2.36557  -3.94518  1.24149
H  3.41634  -3.84814  -0.17748
H  1.66648  -0.64859  1.22988
H  3.02119  -0.33732  2.29523
H  1.91826  -1.69884  2.62810
H  2.36836  -1.70235  -3.16781
H  0.23042  -2.59691  -4.94626
H  -2.42537  -2.49606  -4.63592
H  -2.70690  -0.78816  -0.17658
H  -3.61987  -2.27350  -0.23482
H  -4.45257  -0.72921  -0.42359
H  -3.05606  0.80694  -2.50119
H  -4.74909  0.30777  -2.47851
H  -3.74106  -0.03940  -3.88963
H  -4.01561  -3.40684  -2.40306
H  -4.39725  -2.39441  -3.80130
H  -5.32575  -2.22795  -2.31983
F  -3.30154  2.24887  5.53128
C  -3.58366  2.41802  4.24141
C  -2.80057  1.90729  3.28646
N  -3.09883  2.07715  1.95278
C  -2.18896  1.64361  0.92257
C  -1.30373  2.77292  0.42805
O  -1.58180  3.92284  0.59491
O  1.00256  1.87581  0.62777
C  -4.25845  2.70688  1.52697
O  -4.55288  2.79019  0.35493
N  -5.03387  3.21770  2.54300
C  -4.80543  3.16603  3.91591
O  -5.55057  3.67788  4.71006
H  -1.91816  1.33097  3.50784
H  -2.78451  1.32558  0.06338
H  -1.59366  0.78784  1.27521
H  -5.87670  3.69313  2.25025
S  -1.89150  -7.07643  -1.67297
C  -1.51722  -5.90654  -0.57353
S  -1.39413  -4.24142  -1.12084
C  -1.04041  -3.73835  0.48853
N  -1.01028  -4.69880  1.33842
N  -1.27491  -5.91620  0.77038
C  -1.27975  -7.00485  1.70467
C  -1.29539  -8.34259  1.31822
C  -1.29972  -9.33180  2.29179
C  -1.28731  -9.00864  3.63641
C  -1.26435  -7.67382  4.01070
C  -1.25935  -6.67134  3.05692
S  -0.62415  -2.13449  1.10133
H  -1.29817  -8.61441  0.28343
H  -1.31186  -10.36722  1.97969
H  -1.29459  -9.78652  4.38712
H  -1.25188  -7.40144  5.05733
H  -1.24182  -5.63646  3.35967